The following is a quantum chemistry calculation of a 12-piece molecular cluster, C2H30NO11S2 overall in a non-equilibrium geometry, from the OMol25 dataset.

Geometry as XYZ:
```
46
Properties=species:S:1:pos:R:3:forces:R:3
N -0.766393 -1.517212 -1.447581 0.1195 0.7771 -1.2232
C -0.042058 -1.269942 -0.169661 0.1597 0.4039 0.0831
C 0.071856 0.239922 0.042769 -0.1353 0.5764 0.3067
S 1.414054 0.644385 1.268685 0.3368 -0.5792 -0.6154
S 2.131246 2.573407 1.154904 -0.3855 0.1741 -1.0260
H -0.287757 -1.018449 -2.247120 0.0536 -0.3436 0.0735
H -1.712726 -1.110022 -1.508624 -0.1155 -0.2386 0.8251
H -0.807431 -2.511339 -1.668840 -0.1460 0.1341 0.0443
H 0.921062 -1.747049 -0.280849 0.0137 0.0344 0.0840
H -0.560475 -1.769530 0.650056 -0.0723 0.1872 -0.4570
H 0.222585 0.786845 -0.907397 0.2306 -0.3093 0.4634
H -0.887839 0.547035 0.437939 0.1791 0.2665 0.0501
H 2.609912 2.670085 -0.141452 -0.1879 -0.4236 0.8695
H 2.796579 -3.329435 -1.000045 -0.0034 -0.5502 -0.1959
H 1.614159 -4.101483 -1.707193 0.4973 0.1331 0.1092
O 1.877397 -3.272535 -1.281526 -0.1745 -0.3251 0.1821
H 0.811631 -0.976710 2.915938 0.3350 0.4550 0.1620
H 0.416130 -2.382487 2.400389 -0.2868 1.1295 0.7502
O 0.045528 -1.523501 2.766730 -0.4465 -1.5745 -0.4454
H -1.667277 -0.978782 2.311076 0.7267 -0.1214 0.4198
H -2.860134 -0.440275 3.111206 -0.0548 -0.2081 0.3224
O -2.526565 -0.547372 2.218107 -0.4391 0.2953 -0.0522
H 2.430152 -1.409559 -1.740175 -0.3737 -0.5475 0.8015
H 3.300775 -1.176002 -2.935125 -0.6338 0.4246 0.0725
O 2.464705 -0.881258 -2.519748 1.4787 0.4038 -0.9867
H -3.097569 2.602427 2.180161 0.0515 0.0012 0.1244
H -2.340055 1.231822 1.994771 -0.1524 0.7315 -0.0351
O -2.351263 2.186527 1.740061 0.0541 -0.6420 0.2552
H 2.239990 -3.379593 3.036847 0.0334 -0.1580 -0.1054
H 2.255614 -3.843735 1.554878 -0.0995 0.0187 0.2334
O 1.675729 -3.571310 2.277068 0.2096 -0.1556 -0.1662
H -3.163512 1.069655 -0.011519 0.0992 -0.6404 0.6630
H -2.894510 1.782511 -1.209651 0.7286 -0.2842 -0.3981
O -2.577243 0.974019 -0.766172 -1.1800 0.5963 -0.8796
H -4.366301 -1.709043 -0.198441 0.6211 -0.1270 0.0295
H -3.350911 -1.576947 0.963175 0.0084 0.0478 -0.5839
O -3.417947 -1.792554 0.009154 -0.5976 -0.1268 0.1886
H -0.795082 3.964499 -0.149432 0.0846 0.3467 0.0745
H -1.086596 2.517368 0.249808 -0.2929 0.9198 -1.0013
O -1.026263 3.120821 -0.537373 0.0173 -0.4655 0.9367
H 0.620450 3.115447 -2.592520 0.3651 -0.2957 -0.3263
H -0.662687 2.499277 -2.310682 0.1113 -0.4321 0.0383
O 0.161768 2.284729 -2.783666 -0.2585 0.8288 0.1553
H 0.258110 0.819478 -3.891140 0.0640 -0.5379 0.1309
H 1.222725 -0.353691 -3.589409 0.0491 0.1108 -0.0707
O 0.339153 -0.156993 -3.929885 -0.5917 0.0894 0.1194
```
Forces are in eV/Å.

- Net charge: +1
- HOMO level: -11.44 eV
- 2S+1: 1
- Energy above the lowest of the compared OMol25 structures with the same formula, charge and spin: 0.00 kcal/mol
- Electronic energy: -48239.1324 eV